Version w
{"formula": "C16H52N8O10", "method": "the ωB97M-V functional and the def2-TZVPD basis", "elements": ["C", "O", "H", "H", "H", "H", "C", "O", "H", "H", "H", "H", "C", "O", "H", "H", "H", "H", "C", "O", "N", "N", "H", "H", "H", "H", "C", "O", "N", "N", "H", "H", "H", "H", "C", "O", "N", "N", "H", "H", "H", "H", "C", "O", "N", "N", "H", "H", "H", "H", "C", "C", "C", "O", "H", "H", "H", "H", "H", "H", "H", "H", "C", "C", "C", "O", "H", "H", "H", "H", "H", "H", "H", "H", "C", "C", "C", "O", "H", "H", "H", "H", "H", "H", "H", "H"], "coordinates": [[-0.762, 3.391, 2.222], [-0.689, 2.770, 1.011], [-1.791, 3.481, 2.477], [-0.323, 4.397, 2.122], [-0.267, 2.682, 2.950], [-0.945, 1.810, 1.082], [-4.219, 2.642, 0.537], [-4.003, 3.482, 1.653], [-3.283, 2.135, 0.182], [-4.591, 3.247, -0.310], [-4.904, 1.866, 0.717], [-3.344, 4.139, 1.405], [-2.472, 0.161, 2.620], [-3.778, -0.340, 2.811], [-2.352, 1.215, 2.320], [-1.991, -0.421, 1.905], [-2.013, 0.086, 3.608], [-4.286, 0.279, 3.316], [1.477, 0.567, 2.739], [0.220, 0.056, 3.034], [1.782, 1.572, 1.977], [2.578, 0.068, 3.238], [0.960, 2.132, 1.735], [2.720, 1.993, 2.032], [2.365, -0.643, 3.973], [3.582, 0.404, 3.106], [1.469, -4.160, -0.579], [0.774, -5.330, -0.690], [1.315, -3.293, 0.353], [2.508, -3.949, -1.306], [0.549, -3.526, 1.006], [1.940, -2.494, 0.460], [2.808, -4.633, -1.971], [2.719, -3.001, -1.506], [-1.026, 3.249, -2.938], [-1.869, 3.087, -4.000], [-0.956, 2.429, -1.899], [-0.152, 4.226, -2.775], [-1.570, 1.650, -1.927], [-0.527, 2.715, -0.987], [-0.113, 5.054, -3.474], [0.572, 4.267, -2.156], [3.089, -0.790, -0.268], [3.437, -1.444, -1.415], [2.467, 0.328, -0.238], [3.194, -1.261, 0.925], [2.163, 0.699, -1.123], [2.135, 0.904, 0.581], [3.783, -2.074, 1.028], [2.847, -0.812, 1.800], [-2.361, -3.556, 1.054], [-1.495, -3.377, 2.280], [-0.948, -4.755, 2.701], [-0.596, -2.502, 2.198], [-3.198, -4.304, 1.228], [-1.709, -4.039, 0.273], [-2.740, -2.628, 0.750], [-2.065, -2.913, 3.115], [-0.206, -5.039, 1.940], [-1.619, -5.594, 2.706], [-0.484, -4.820, 3.703], [-0.956, -1.717, 2.566], [3.200, 2.832, -3.135], [2.180, 1.752, -3.533], [2.583, 0.432, -4.135], [1.467, 1.410, -2.528], [3.866, 3.120, -3.944], [3.763, 2.461, -2.296], [2.681, 3.678, -2.825], [1.470, 2.135, -4.292], [1.735, -0.321, -4.140], [3.423, 0.089, -3.502], [2.910, 0.616, -5.168], [0.548, 1.744, -2.542], [-2.442, -0.568, -0.923], [-0.924, -0.821, -0.680], [-0.237, -1.179, -1.996], [-0.340, 0.113, -0.155], [-2.898, -1.384, -1.537], [-2.699, 0.409, -1.373], [-2.988, -0.531, -0.016], [-0.776, -1.689, -0.044], [-0.364, -0.530, -2.822], [-0.491, -2.184, -2.285], [0.869, -1.228, -1.860], [0.624, -0.109, -0.185]], "mulliken_charge": [-0.813, -0.790, 0.368, 0.244, 0.258, -0.167, -0.580, -0.514, 0.177, 0.376, 0.318, 0.314, 0.689, -0.560, 0.228, -1.112, 0.493, 0.343, 0.109, -0.526, -0.402, -0.520, -0.191, 0.304, 0.280, 0.286, 0.437, -0.779, 0.144, -0.219, -0.280, 0.332, 0.250, 0.186, 0.514, -0.750, 0.045, -0.251, -0.450, 0.074, 0.281, 0.164, 0.347, -0.781, 0.114, -0.492, 0.217, 0.369, 0.256, 0.414, -0.956, 0.599, -1.399, -0.607, 0.480, 0.164, 0.108, 0.382, 0.358, 0.410, 0.296, -0.076, -1.532, 0.662, -1.047, -0.557, 0.396, 0.295, 0.346, 0.373, 0.159, 0.211, 0.468, -0.268, -1.282, 1.970, -1.536, 3.735, 0.410, 0.295, 0.249, -1.225, 0.435, 0.689, -0.084, -1.674], "orbital_gap_ev": 7.3, "smiles": "NC(N)=O.NC(N)=O.NC(N)=O.NC(N)=O.CC(C)O.CC(C)O.CC(C)O.CO.CO.CO", "e_lumo_ev": -0.785}

Version x
{"formula": "C16H52N8O10", "method": "the ωB97M-V functional and the def2-TZVPD basis", "elements": ["C", "O", "N", "N", "H", "H", "H", "H", "C", "O", "N", "N", "H", "H", "H", "H", "C", "O", "N", "N", "H", "H", "H", "H", "C", "O", "N", "N", "H", "H", "H", "H", "C", "C", "O", "H", "H", "H", "H", "H", "H", "C", "C", "O", "H", "H", "H", "H", "H", "H", "C", "C", "O", "H", "H", "H", "H", "H", "H", "C", "C", "O", "H", "H", "H", "H", "H", "H", "C", "C", "O", "H", "H", "H", "H", "H", "H", "C", "C", "O", "H", "H", "H", "H", "H", "H"], "coordinates": [[1.965, 25.633, -31.404], [1.681, 24.743, -30.600], [2.410, 25.414, -32.585], [1.804, 26.846, -31.159], [2.259, 24.496, -32.977], [2.663, 26.183, -33.190], [1.995, 27.534, -31.873], [1.290, 27.062, -30.316], [-4.147, 23.336, -23.238], [-3.689, 24.189, -23.977], [-3.874, 22.048, -23.223], [-5.083, 23.568, -22.324], [-4.254, 21.385, -22.563], [-3.280, 21.651, -23.937], [-5.540, 24.468, -22.302], [-5.291, 22.820, -21.678], [-1.310, 21.616, -27.757], [-1.907, 20.778, -27.089], [-0.508, 21.333, -28.733], [-1.213, 22.892, -27.511], [-0.075, 22.124, -29.187], [-0.105, 20.415, -28.855], [-0.751, 23.420, -28.238], [-1.955, 23.290, -26.954], [-0.812, 28.727, -26.166], [-0.968, 28.055, -27.159], [-1.468, 28.509, -25.036], [-0.002, 29.740, -25.951], [-1.833, 27.573, -24.932], [-1.291, 29.005, -24.174], [0.695, 29.802, -26.679], [0.104, 30.222, -25.069], [-5.708, 24.280, -29.111], [-4.877, 25.345, -29.861], [-4.819, 26.508, -29.063], [-6.720, 24.657, -28.958], [-5.269, 24.094, -28.131], [-5.613, 23.395, -29.740], [-5.356, 25.682, -30.780], [-3.874, 25.010, -30.126], [-3.971, 26.461, -28.616], [-1.144, 22.083, -33.848], [-1.522, 22.878, -35.003], [-2.758, 23.515, -34.878], [-1.072, 22.600, -32.891], [-0.221, 21.560, -34.102], [-1.904, 21.314, -33.715], [-1.425, 22.388, -35.972], [-0.854, 23.727, -35.150], [-2.495, 24.437, -34.845], [3.257, 22.035, -24.884], [2.298, 22.643, -23.812], [1.958, 23.953, -24.191], [2.909, 22.044, -25.916], [3.610, 21.056, -24.558], [4.237, 22.512, -24.915], [2.801, 22.765, -22.854], [1.390, 22.046, -23.721], [1.314, 23.847, -24.895], [-7.713, 19.842, -25.846], [-8.728, 18.623, -25.853], [-8.192, 17.592, -26.603], [-6.711, 19.564, -25.518], [-8.094, 20.564, -25.124], [-7.711, 20.287, -26.840], [-9.749, 18.868, -26.146], [-8.844, 18.293, -24.821], [-8.798, 16.854, -26.702], [-3.305, 15.214, -23.305], [-3.312, 16.479, -24.207], [-2.249, 16.479, -25.070], [-3.082, 14.348, -23.927], [-4.201, 15.045, -22.709], [-2.503, 15.256, -22.568], [-3.206, 17.385, -23.610], [-4.230, 16.565, -24.789], [-2.201, 17.339, -25.493], [-0.998, 14.708, -31.883], [-0.533, 15.919, -31.038], [-0.360, 17.018, -31.865], [-0.971, 13.792, -31.294], [-0.379, 14.456, -32.744], [-2.056, 14.653, -32.139], [0.396, 15.799, -30.480], [-1.270, 16.062, -30.248], [-1.222, 17.257, -32.215]], "mulliken_charge": [0.706, -0.707, -0.406, -0.367, 0.230, 0.157, 0.155, 0.235, 0.701, -0.645, -0.337, -0.410, 0.153, 0.179, 0.211, 0.152, 0.768, -0.725, -0.338, -0.365, 0.101, 0.212, 0.136, 0.214, 0.633, -0.616, -0.391, -0.412, 0.212, 0.175, 0.224, 0.177, -0.789, -0.317, -0.504, 0.300, 0.188, 0.303, 0.250, 0.276, 0.293, -0.872, -0.306, -0.501, 0.196, 0.304, 0.304, 0.262, 0.275, 0.335, -0.922, -0.252, -0.494, 0.257, 0.332, 0.279, 0.262, 0.238, 0.291, -0.898, -0.266, -0.515, 0.224, 0.325, 0.260, 0.321, 0.250, 0.296, -1.075, -0.025, -0.529, 0.287, 0.336, 0.282, 0.176, 0.237, 0.311, -1.046, -0.244, -0.503, 0.337, 0.283, 0.338, 0.304, 0.230, 0.301], "orbital_gap_ev": 10.0, "smiles": "NC(N)=O.NC(N)=O.NC(N)=O.NC(N)=O.CCO.CCO.CCO.CCO.CCO.CCO", "e_lumo_ev": 0.316}

Best to worst by energy: version x, version w.

Version w
{"formula": "C12H16N2O", "method": "the ωB97M-V functional and the def2-TZVPD basis", "elements": ["C", "C", "C", "C", "C", "N", "N", "H", "H", "H", "H", "H", "H", "H", "H", "C", "C", "C", "C", "C", "C", "C", "O", "H", "H", "H", "H", "H", "H", "H", "H"], "coordinates": [[-2.223, -1.410, -1.348], [-1.175, -1.819, -0.326], [-2.963, -0.145, -1.015], [-4.256, 0.158, -1.339], [-3.463, 1.641, 0.053], [-2.487, 0.791, -0.128], [-4.555, 1.313, -0.668], [-1.851, -1.496, -2.371], [-3.009, -2.160, -1.303], [-0.753, -2.783, -0.563], [-4.833, -0.264, -2.145], [-3.326, 2.542, 0.622], [-5.410, 1.837, -0.739], [-1.661, -1.956, 0.641], [-0.324, -1.144, -0.287], [2.334, 2.710, 1.123], [2.852, -1.459, 0.260], [2.820, -0.996, 1.565], [2.723, -0.562, -0.795], [2.678, 0.355, 1.839], [2.635, 0.782, -0.509], [2.597, 1.272, 0.801], [2.966, -2.780, -0.068], [2.768, -1.725, 2.348], [3.033, -3.290, 0.746], [2.753, -0.964, -1.793], [2.645, 0.651, 2.881], [2.694, 1.574, -1.241], [2.852, 2.994, 2.038], [1.277, 2.873, 1.319], [2.663, 3.457, 0.401]], "mulliken_charge": [-0.349, -1.024, 0.407, -0.593, -0.301, -0.461, -0.058, 0.316, 0.244, 0.413, 0.372, 0.422, 0.168, 0.333, 0.119, -1.438, 0.900, -0.546, -0.619, -0.545, -0.485, 0.615, -0.540, 0.265, 0.277, 0.431, 0.347, 0.332, 0.356, 0.260, 0.381], "orbital_gap_ev": 9.1, "smiles": "CCc1c[nH]cn1.Cc1ccc(O)cc1", "e_lumo_ev": 0.904}

Version x
{"formula": "C12H16N2O", "method": "the ωB97M-V functional and the def2-TZVPD basis", "elements": ["C", "C", "C", "C", "C", "N", "N", "H", "H", "H", "H", "H", "H", "H", "H", "C", "C", "C", "C", "C", "C", "C", "O", "H", "H", "H", "H", "H", "H", "H", "H"], "coordinates": [[2.767, 0.269, 0.591], [4.119, -0.253, 1.202], [2.869, 0.425, -0.922], [4.007, 0.864, -1.645], [2.278, 0.330, -2.939], [1.824, 0.088, -1.722], [3.561, 0.711, -2.931], [1.886, -0.421, 0.791], [2.569, 1.274, 0.994], [4.901, 0.285, 0.676], [4.972, 1.070, -1.222], [1.705, 0.185, -3.862], [4.030, 0.862, -3.811], [4.022, -1.319, 0.999], [4.151, -0.153, 2.280], [-2.296, -1.689, 2.600], [-2.439, 0.162, -0.788], [-3.658, 0.796, -0.615], [-1.865, -0.537, 0.257], [-2.644, -0.823, 1.367], [-4.461, 0.599, 0.551], [-3.940, -0.345, 1.463], [-4.012, 1.602, -1.669], [-1.811, 0.327, -1.646], [-0.972, -1.137, 0.063], [-5.383, 1.162, 0.520], [-4.967, 1.738, -1.628], [-1.843, -2.651, 2.383], [-3.220, -1.908, 3.147], [-4.584, -0.410, 2.350], [-1.568, -1.104, 3.166]], "mulliken_charge": [-0.080, -1.005, 0.391, -0.632, -0.305, -0.454, -0.053, 0.066, 0.274, 0.236, 0.358, 0.403, 0.188, 0.288, 0.334, -1.200, -0.602, 0.856, -0.316, 0.757, -0.970, -0.583, -0.507, 0.442, 0.345, 0.305, 0.294, 0.336, 0.346, 0.215, 0.272], "orbital_gap_ev": 9.0, "smiles": "CCc1c[nH]cn1.Cc1ccc(O)cc1", "e_lumo_ev": 0.872}

Version y
{"formula": "C12H16N2O", "method": "the ωB97M-V functional and the def2-TZVPD basis", "elements": ["C", "C", "C", "C", "C", "N", "N", "H", "H", "H", "H", "H", "H", "H", "H", "C", "C", "C", "C", "C", "C", "C", "O", "H", "H", "H", "H", "H", "H", "H", "H"], "coordinates": [[-0.953, -1.615, -1.252], [-1.990, -2.714, -1.540], [-1.270, -0.382, -2.043], [-1.831, 0.837, -1.799], [-1.168, 0.713, -3.887], [-0.848, -0.446, -3.382], [-1.702, 1.555, -2.976], [-0.974, -1.450, -0.170], [0.076, -1.864, -1.501], [-1.861, -3.042, -2.577], [-2.352, 1.161, -0.921], [-0.933, 0.961, -4.912], [-2.129, 2.442, -3.207], [-2.965, -2.225, -1.575], [-1.912, -3.566, -0.877], [-0.366, 1.368, 3.504], [0.462, 0.781, 1.236], [0.740, 0.886, 2.595], [1.424, 0.375, 0.312], [2.008, 0.643, 3.086], [2.682, 0.118, 0.852], [3.025, 0.318, 2.196], [3.669, -0.319, -0.001], [-0.586, 0.875, 0.981], [1.059, 0.182, -0.684], [-0.159, 0.972, 4.510], [-1.366, 1.033, 3.250], [2.163, 0.702, 4.155], [4.025, 0.115, 2.553], [4.320, -0.864, 0.455], [-0.287, 2.449, 3.620]], "mulliken_charge": [0.036, -1.432, 0.333, -0.655, -0.310, -0.571, -0.069, 0.172, 0.358, 0.326, 0.456, 0.446, 0.213, 0.352, 0.401, -1.441, -0.115, 0.302, -0.665, -0.411, 1.030, -0.826, -0.573, 0.183, 0.452, 0.362, 0.371, 0.351, 0.314, 0.298, 0.310], "orbital_gap_ev": 9.1, "smiles": "CCc1c[nH]cn1.Cc1ccc(O)cc1", "e_lumo_ev": 0.801}

Best to worst by energy: version w, version y, version x.

Version w
{"formula": "FH12O6", "method": "the ωB97M-V functional and the def2-TZVPD basis", "elements": ["F", "O", "H", "H", "O", "H", "H", "O", "H", "H", "O", "H", "H", "O", "H", "H", "O", "H", "H"], "coordinates": [[-0.303, -0.187, -0.017], [1.661, 0.709, -1.356], [2.479, 0.713, -0.874], [1.061, 0.320, -0.706], [-0.644, 2.276, 1.477], [-0.577, 2.937, 0.796], [-0.552, 1.433, 1.068], [0.653, -2.320, -0.977], [0.317, -1.426, -0.706], [1.567, -2.332, -0.845], [1.757, 0.381, 1.634], [1.805, 1.365, 1.572], [0.964, 0.123, 1.164], [-1.348, -0.356, -2.515], [-1.951, -1.017, -2.226], [-0.821, -0.173, -1.731], [-1.967, -0.948, 1.805], [-1.322, -0.744, 1.072], [-2.779, -0.755, 1.367]], "mulliken_charge": [-0.940, -0.676, 0.316, 0.317, -0.662, 0.306, 0.368, -0.718, 0.511, 0.261, -0.687, 0.351, 0.331, -0.700, 0.296, 0.370, -0.722, 0.396, 0.284], "orbital_gap_ev": 10.6, "e_lumo_ev": 3.718, "charge": -1}

Version x
{"formula": "FH12O6", "method": "the ωB97M-V functional and the def2-TZVPD basis", "elements": ["F", "O", "H", "H", "O", "H", "H", "O", "H", "H", "O", "H", "H", "O", "H", "H", "O", "H", "H"], "coordinates": [[-0.147, 0.152, 0.154], [-0.401, -1.400, -1.809], [-0.336, -0.818, -1.090], [-1.208, -1.274, -2.314], [1.341, -1.930, 1.198], [0.887, -1.241, 0.766], [2.262, -1.896, 0.926], [2.059, 0.026, -1.110], [1.788, 0.096, -2.041], [1.269, 0.026, -0.556], [-2.580, -0.686, 0.392], [-1.711, -0.306, 0.161], [-2.550, -0.696, 1.326], [-0.166, 0.718, 2.604], [-0.215, 1.618, 2.330], [-0.233, 0.309, 1.704], [0.333, 2.517, -1.042], [-0.006, 1.681, -0.684], [-0.386, 3.103, -0.913]], "mulliken_charge": [-0.708, -0.702, 0.417, 0.302, -0.683, 0.425, 0.315, -0.697, 0.310, 0.261, -0.751, 0.395, 0.292, -0.740, 0.287, 0.298, -0.671, 0.368, 0.282], "orbital_gap_ev": 10.6, "e_lumo_ev": 3.720, "charge": -1}

Best to worst by energy: version w, version x.